{"formula": "C28H44Cl3N4O3SeSiV", "method": "the ωB97M-V functional and the def2-TZVPD basis", "elements": ["Se", "V", "Cl", "Cl", "Cl", "Si", "O", "O", "O", "N", "N", "N", "N", "C", "C", "C", "C", "C", "C", "C", "C", "C", "C", "C", "C", "C", "C", "C", "C", "C", "C", "C", "C", "C", "C", "C", "C", "C", "C", "C", "C", "H", "H", "H", "H", "H", "H", "H", "H", "H", "H", "H", "H", "H", "H", "H", "H", "H", "H", "H", "H", "H", "H", "H", "H", "H", "H", "H", "H", "H", "H", "H", "H", "H", "H", "H", "H", "H", "H", "H", "H", "H", "H", "H", "H"], "xyz": [[2.4136, 1.0754, 1.3914], [0.1142, 0.6033, 0.1866], [0.5147, 2.5722, -0.9399], [-1.1668, 1.4497, 1.8685], [0.6705, 5.8247, -2.6612], [2.3098, 6.2300, -1.4215], [0.1368, -1.3994, 0.9619], [-1.3717, -0.0809, -0.8884], [1.2807, -0.2429, -1.3206], [3.8628, -1.2515, 2.3324], [-0.9817, -3.2692, 1.6470], [2.3013, -0.6294, 3.7132], [0.3355, -0.7364, -3.3474], [2.8151, 8.0456, -1.3303], [5.0939, -2.7986, 3.8921], [-3.2156, 0.7281, -2.2103], [1.3248, 0.2115, 4.3798], [-3.0005, 2.2095, -2.2561], [3.0322, -1.6337, 4.3768], [4.0041, -2.0454, 3.4733], [0.0407, -4.2081, 1.2051], [-3.8038, 0.0239, -3.1898], [0.8439, -1.0730, -2.1589], [-0.8909, -1.9531, 1.4464], [-3.3392, -1.3527, -0.6881], [4.1948, -2.6387, 6.1580], [1.6618, 5.6685, 0.2659], [3.7863, 5.4955, -2.3482], [-2.0878, -3.8829, 2.3711], [-4.4367, -3.8687, -0.2534], [5.1774, -3.0765, 5.2491], [0.3805, 0.6245, -3.8544], [-2.7533, 0.0304, -0.9328], [-4.4159, -1.4819, 0.1879], [-4.3497, 0.5897, -4.4563], [3.0877, -1.9258, 5.7340], [-0.2942, -1.7225, -4.2048], [-5.0076, -2.7393, 0.3555], [2.8356, -0.3594, 2.4840], [-2.7593, -2.4643, -1.2830], [-3.2911, -3.7364, -1.0437], [0.8773, -3.6773, 0.7351], [-0.6245, 1.0706, -3.8014], [-5.9141, -2.8362, 0.9656], [0.3867, -4.7789, 2.0783], [-2.5887, -4.6233, 1.7359], [2.3040, -1.5915, 6.4064], [-1.8717, -2.3190, -1.9095], [4.6680, 5.3769, -1.7007], [3.1839, 8.4176, -2.2919], [-3.1894, 2.5745, -3.2779], [1.6080, 1.2656, 4.2918], [6.0256, -3.6211, 5.6423], [2.0095, 8.7013, -0.9989], [-5.4434, 0.5084, -4.4867], [2.4300, 5.6416, 1.0595], [-4.8895, -4.8551, -0.1268], [1.1710, 4.6716, 0.2179], [-1.7554, -1.3452, 1.7560], [-4.7613, -0.5775, 0.7066], [1.0857, 1.2344, -3.2810], [-2.7978, -4.6055, -1.4986], [-2.8204, -3.1206, 2.6839], [3.6351, 8.1131, -0.6092], [-3.9699, 0.0186, -5.3111], [5.8250, -3.1177, 3.1525], [-3.0798, 0.6656, -0.1060], [-1.9608, 2.4595, -1.9782], [-1.6994, -4.4041, 3.2556], [0.6799, 0.5599, -4.9101], [-1.3936, -1.6590, -4.1520], [0.3323, 0.0726, 3.9425], [3.5504, 4.5272, -2.8223], [-3.6803, 2.7691, -1.5811], [-0.4053, -4.9227, 0.4962], [0.0193, -2.7348, -3.9072], [-3.9036, -1.0567, -3.0855], [-4.0933, 1.6389, -4.6154], [0.0137, -1.5239, -5.2361], [0.8910, 6.3945, 0.5907], [4.4809, -1.2300, 1.5311], [4.0737, 6.2047, -3.1489], [0.8905, -2.1590, -1.9466], [1.3107, -0.0877, 5.4270], [4.3369, -2.8513, 7.2172]], "forces_ev_per_angstrom": [[0.921, -0.417, 0.454], [0.395, -0.667, 0.205], [0.233, 1.468, -0.659], [-1.114, 0.368, 1.501], [0.196, 0.490, -0.090], [-0.180, -0.232, 0.162], [-1.758, -1.692, 1.151], [-0.954, -0.371, -1.164], [0.095, -2.330, -2.367], [-0.367, -0.434, 0.035], [-0.132, -0.763, 0.178], [0.140, -0.338, 0.067], [0.468, -0.549, -0.020], [-0.357, -0.002, -0.162], [-0.240, -0.209, -0.143], [-0.629, -0.849, 0.048], [-0.315, -0.043, -0.074], [0.156, 0.390, -0.284], [-0.324, 1.308, -0.670], [0.782, 0.690, -0.077], [-0.115, 0.142, 0.083], [0.318, 0.409, 0.359], [0.434, 1.792, 1.425], [1.871, 1.630, -0.788], [-0.147, 0.858, 0.012], [0.272, -0.300, 0.030], [0.183, -0.147, 0.096], [0.029, -0.333, -0.026], [-0.053, 0.299, -0.119], [-0.184, 0.093, -0.014], [-0.152, -0.070, 0.155], [-0.373, 0.131, -0.028], [1.306, 0.057, 0.263], [-0.090, -0.475, -0.293], [-0.097, -0.093, -0.493], [-0.088, -0.310, -0.184], [-0.015, -0.054, 0.184], [0.090, -0.070, 0.115], [-0.022, 0.278, 0.400], [-0.079, -0.652, 0.075], [0.192, 0.336, -0.179], [-0.330, -0.071, 0.196], [0.325, 0.008, 0.102], [0.420, -0.067, -0.165], [0.123, 0.098, -0.200], [0.004, 0.193, 0.079], [0.285, -0.014, 0.010], [-0.374, -0.033, 0.326], [-0.228, -0.053, -0.106], [-0.062, -0.090, 0.090], [0.180, 0.107, 0.442], [-0.069, -0.213, -0.110], [0.014, -0.054, -0.089], [0.000, 0.017, 0.075], [0.063, 0.003, -0.014], [-0.173, 0.019, -0.337], [0.095, 0.290, 0.060], [0.380, 0.530, -0.141], [0.184, -0.147, -0.056], [-0.076, -0.491, -0.269], [-0.307, -0.196, 0.032], [-0.372, 0.237, 0.211], [0.347, -0.298, -0.215], [-0.010, 0.018, 0.026], [-0.073, 0.080, -0.082], [0.114, 0.060, 0.365], [-0.334, 0.205, 0.298], [-0.370, -0.108, 0.043], [-0.064, 0.128, -0.019], [0.014, 0.130, 0.171], [0.279, 0.059, 0.026], [0.124, 0.196, -0.051], [0.107, 0.341, 0.328], [0.340, -0.422, -0.166], [0.126, 0.193, 0.078], [-0.116, 0.305, -0.119], [-0.086, 0.190, 0.092], [-0.050, -0.174, 0.013], [-0.033, -0.208, 0.056], [0.316, -0.196, -0.245], [-0.326, 0.019, 0.198], [-0.242, -0.269, 0.338], [-0.239, 0.203, -0.140], [-0.085, 0.144, -0.040], [-0.121, -0.005, -0.253]], "lowdin_charge": [0.7192, -0.1433, 0.0309, -0.0580, 0.2576, 0.1346, -0.1343, -0.3521, -0.1948, 0.1155, -0.1720, -0.0694, -0.1660, -0.2293, -0.0249, -0.2189, -0.0325, -0.0451, -0.1469, -0.1848, -0.0355, -0.1319, -0.2748, -0.2658, -0.1890, -0.0983, -0.2413, -0.2314, -0.0530, -0.1373, -0.1019, -0.0328, -0.4017, -0.0289, -0.1145, -0.0184, -0.0583, -0.1006, -0.6720, -0.0454, -0.1018, 0.0886, 0.0931, 0.0948, 0.0851, 0.0746, 0.1039, 0.1044, 0.0252, 0.0199, 0.0553, 0.0865, 0.0939, 0.0192, 0.0683, 0.0263, 0.0903, -0.0538, 0.1201, 0.1226, 0.0570, 0.0972, 0.0978, 0.0272, 0.0617, 0.1104, 0.1015, 0.0328, 0.0824, 0.0822, 0.0816, 0.0594, 0.0256, 0.0945, 0.0861, 0.0872, 0.0936, 0.0518, 0.0800, 0.0305, 0.1533, 0.0242, 0.1436, 0.0698, 0.0995], "multiplicity": 4, "e_lumo_ev": [2.2, 2.2], "e_above_lowest_kj_mol": 0.00, "total_charge": -1}